The following is a quantum chemistry calculation of a cluster of 2 separate species, C2H9N2 in total, from OMol25.

The geometry in XYZ format:
```
13
Properties=species:S:1:pos:R:3:forces:R:3:lowdin_charge:R:1
N 1.188 -0.117 0.380 -0.6859 -3.0464 -1.3971 0.143
N -1.323 -1.595 0.575 0.2442 -0.7490 2.4115 0.022
C 0.830 0.940 -0.549 0.2698 1.9528 0.3690 -0.157
C -0.426 1.334 -0.759 1.3466 2.1437 0.0629 0.067
H 1.676 1.545 -0.973 -0.6367 -0.2273 1.6041 0.142
H -1.230 0.787 -1.111 -1.9135 -1.5892 0.9481 0.044
H 1.249 0.146 1.373 -0.5995 0.3558 -0.4509 0.178
H -1.602 -1.366 1.575 0.5959 -0.2447 -1.4441 0.087
H 2.120 -0.382 0.147 1.0915 -0.7646 -0.1340 0.140
H -1.556 -2.588 0.524 0.4473 -0.1018 -0.0025 0.054
H -2.068 -1.212 0.056 -0.9593 0.9584 -1.0036 0.012
H -0.585 2.427 -0.692 0.3199 -0.4553 -1.6450 0.099
H 0.518 -1.014 0.263 0.4798 1.7676 0.6816 0.169
```
Positions in Å, forces in eV/Å.

Summary:
* charge: +1
* largest force on an atom: 0.0665 Eh/bohr
* gap between HOMO and LUMO: 9.75 eV
* HOMO: -14.1 eV
* ΔE to the lowest compared entry with this formula, charge and spin: 2.534 eV

***

The following is a quantum chemistry calculation of a cluster of 2 separate species, C2H9N2O in total, from OMol25.

The geometry in XYZ format:
```
14
Properties=species:S:1:pos:R:3:forces:R:3:lowdin_charge:R:1
O 3.100 -0.617 2.473 -0.4523 0.7512 -0.7299 -0.073
N -0.641 1.785 -0.692 0.2337 -1.3660 0.9792 -0.030
N -2.055 -0.912 -0.362 -0.2185 -0.9870 -0.2899 0.030
C -0.643 -0.758 -0.782 -0.5176 0.4489 1.2159 -0.261
C -0.193 0.466 -1.129 0.2296 0.8045 -1.6681 -0.295
H -2.472 -0.175 0.202 0.4187 0.4390 -0.1957 0.113
H -2.147 -1.769 0.192 0.0413 0.0870 -0.0585 0.110
H 2.744 0.043 1.841 0.0665 -0.7243 0.5029 0.042
H 0.673 0.568 -1.774 0.1960 -0.6739 -0.0904 0.076
H -2.687 -1.043 -1.228 -0.3688 0.2541 0.1002 0.077
H 3.963 -0.253 2.668 0.3730 -0.0479 0.2242 0.022
H -0.304 -1.687 -1.205 0.3872 0.1695 -0.0633 0.080
H -0.677 2.384 -1.503 0.0176 0.1049 0.0064 0.053
H 0.162 2.071 -0.127 -0.4064 0.7401 0.0669 0.055
```
Positions in Å, forces in eV/Å.

Summary:
* spin multiplicity: 2
* charge: 0
* largest force on an atom: 0.0363 Eh/bohr
* expectation value of S²: 0.754
* gap between HOMO and LUMO (spin up / spin down): 4.77 / 9.78 eV
* HOMO (spin up / spin down): -3.9 / -9.2 eV
* ΔE to the lowest compared entry with this formula, charge and spin: 2.305 eV

***

The following is a quantum chemistry calculation of a cluster of 2 separate species, C2H9N2O in total, from OMol25.

The geometry in XYZ format:
```
14
Properties=species:S:1:pos:R:3:forces:R:3:lowdin_charge:R:1
O 0.995 -0.332 -2.499 -0.5102 1.7009 -4.6350 -0.111
N -1.736 -0.761 1.906 -0.5050 1.5785 0.4698 0.109
N 0.946 0.770 -0.043 0.0594 -2.1750 -1.3604 0.135
C -0.955 -0.334 0.915 2.3125 -0.5860 0.0576 -0.194
C -0.072 0.680 1.021 -0.1497 0.8152 0.0055 -0.102
H 0.902 0.008 -3.529 -0.1704 -0.6460 3.9397 0.170
H 1.848 1.239 0.045 -0.2714 0.2971 1.0343 0.171
H -0.819 -1.054 0.111 -0.0734 0.1238 -0.1090 0.136
H 1.553 -1.053 -2.763 0.7224 -1.1701 0.4548 0.029
H 1.227 -0.247 -0.256 -0.5249 2.0218 -0.1049 0.172
H -2.279 -1.570 1.764 -0.9152 -0.5982 -0.0037 0.100
H 0.546 1.159 -0.902 0.2026 -0.3272 -0.0965 0.139
H -2.053 -0.022 2.523 -0.2478 -0.7209 0.3005 0.127
H -0.102 1.516 1.709 0.0712 -0.3141 0.0472 0.119
```
Positions in Å, forces in eV/Å.

Summary:
* charge: +1
* largest force on an atom: 0.0965 Eh/bohr
* gap between HOMO and LUMO: 9.51 eV
* HOMO: -12.8 eV
* ΔE to the lowest compared entry with this formula, charge and spin: 2.320 eV

***

Q: What is the formula in the third record?
A: C2H9N2O